(1)
A molecular structure, C24H20AuClNPS at a distorted geometry, computed with the ωB97M-V functional and the def2-TZVPD basis.

Positions of all 49 atoms, in Å:
C -0.816232 1.824193 0.918632
C 0.561555 1.877546 0.688920
C 0.751804 1.854733 -0.768719
H 1.332074 2.199585 1.390523
C -0.493183 1.595397 -1.341935
C -1.528104 1.589447 -0.342976
H -2.401533 2.158388 -0.701469
H -1.246798 1.913337 1.901424
H 1.653990 2.141117 -1.281282
H -0.757773 1.646830 -2.379233
Au 1.005993 -0.429932 -0.096494
Cl 0.127124 -1.881371 -1.700208
P 3.585475 -1.163920 -0.325609
C 4.685608 -0.509871 -1.663527
C 5.983142 -0.006694 -1.453821
H 6.401640 0.033046 -0.449608
C 6.749689 0.459077 -2.525417
H 7.749716 0.855214 -2.341813
C 6.236798 0.416956 -3.821915
H 6.836212 0.777527 -4.656265
C 4.953011 -0.088633 -4.046776
H 4.554103 -0.127705 -5.060269
C 4.180878 -0.541656 -2.976764
H 3.174080 -0.927366 -3.139976
C 4.534678 -0.659136 1.158926
C 4.313096 0.643216 1.638579
H 3.600682 1.284813 1.119924
C 4.988215 1.106888 2.764645
H 4.810538 2.120934 3.121701
C 5.890956 0.274106 3.430572
H 6.416259 0.636956 4.311440
C 6.118999 -1.020790 2.965549
H 6.820235 -1.676701 3.482082
C 5.448051 -1.486867 1.832916
H 5.636385 -2.499942 1.482306
C 3.983932 -2.955311 -0.414200
C 5.038236 -3.508553 -1.163451
H 5.686946 -2.869334 -1.759779
C 5.261499 -4.886886 -1.154736
H 6.079360 -5.303666 -1.743780
C 4.442613 -5.724641 -0.397357
H 4.619112 -6.798441 -0.390282
C 3.394423 -5.184738 0.351701
H 2.754337 -5.833410 0.948118
C 3.163102 -3.811700 0.338029
H 2.334237 -3.380055 0.897483
S -2.580442 -0.181856 0.335164
C -4.079619 0.541483 0.471011
N -5.130556 1.080201 0.465706

Atoms 1-3, force components in eV/Å:
C -1.2 0.4 -0.3
C 1.9 0.0 -2.2
C 1.0 -0.5 2.7

Computed properties:
electronic energy = -2316.597937 Eh
spin multiplicity = 3
E_HOMO (alpha / beta) = -6.96 / -8.36 eV
largest force on an atom = 0.0576 hartree/bohr
HOMO-LUMO gap (alpha / beta) = 6.7 / 5.5 eV

=====

(2)
A molecular structure, C16H22BBrNdO2 at a distorted geometry, computed with the ωB97M-V functional and the def2-TZVPD basis.

Positions of all 43 atoms, in Å:
C -1.266445 -0.797353 -1.885075
C -1.349363 -1.824538 -0.885926
C -2.138849 -1.313421 0.217970
H -0.771772 -2.778736 -0.893514
C -2.517440 0.057325 -0.105804
C -1.975120 0.366874 -1.406910
H -1.995047 1.370413 -1.893522
H -0.703202 -0.873339 -2.840901
H -2.158982 -1.749789 1.254769
H -2.948400 0.800523 0.615680
Nd -0.049172 0.039068 0.382911
Br 0.916767 -2.090268 1.801055
C 2.167155 1.263071 0.301201
C 1.297258 2.032544 -0.575000
C 1.082546 1.252974 -1.767777
H 0.703114 2.937109 -0.277752
C 1.798494 0.006880 -1.637805
C 2.464204 0.010587 -0.366863
H 2.983684 -0.865311 0.085858
H 2.294238 1.443089 1.407176
H 0.414066 1.531693 -2.612700
H 1.770155 -0.852613 -2.348689
C -1.840326 0.014066 5.699460
C -1.248194 0.932386 4.672591
C -1.949105 2.291692 4.740103
O -1.499837 0.402390 3.374381
B -0.370195 0.790579 2.758447
O 0.647893 1.392230 3.391625
C 0.309389 1.042457 4.730986
C 0.826682 2.097699 5.664203
C 1.006713 -0.281785 5.057889
H -2.929938 -0.028176 5.620954
H -1.603859 0.391451 6.697314
H -1.452298 -1.005168 5.623846
H -3.031517 2.174528 4.593065
H -1.814277 2.753723 5.720931
H -1.599058 3.000241 3.973982
H 0.523328 1.850242 6.685380
H 1.918918 2.134783 5.657620
H 0.449334 3.096576 5.434185
H 0.726151 -1.110101 4.388528
H 2.094663 -0.171439 4.956022
H 0.811043 -0.581956 6.089704

Atoms 1-3, force components in eV/Å:
C -0.7 0.0 0.3
C -0.7 0.4 0.0
C -0.4 0.4 -0.3

Computed properties:
electronic energy = -3933.752126 Eh
total charge = -1
spin multiplicity = 4
E_HOMO (alpha / beta) = -2.96 / -2.90 eV
largest force on an atom = 0.1142 hartree/bohr
HOMO-LUMO gap (alpha / beta) = 5.7 / 5.7 eV

=====

(3)
2 unconnected molecules or ions with the total composition C2H8N2O2 at a distorted geometry, computed with the ωB97M-V functional and the def2-TZVPD basis.

Positions of all 14 atoms, in Å:
C -0.588636 -1.372636 1.588196
N -0.202101 -0.136027 0.878553
C 0.918633 -0.351808 -0.010225
N 0.904254 0.522010 -1.049956
O 1.789880 -1.180320 0.150555
H -1.471531 -1.801240 1.120797
H -0.764380 -1.142553 2.635993
H 0.188062 -2.142528 1.583662
H 0.203845 0.456265 1.602987
H 1.620111 0.431943 -1.747536
H 0.128432 1.145386 -1.210837
H -1.740973 2.510499 -1.921166
H -2.465585 1.222352 -1.568449
O -2.089314 2.013520 -1.167061

Atoms 1-3, force components in eV/Å:
C 0.2 -0.3 0.0
N 0.8 -0.5 0.5
C -0.1 0.2 -0.2

Computed properties:
electronic energy = -341.007083 Eh
relative energy (zero: lowest compared OMol25 entry of this formula, charge and spin) = 14.6 kcal per mole
spin multiplicity = 1
E_HOMO = -9.53 eV
largest force on an atom = 0.0205 hartree/bohr
HOMO-LUMO gap = 10.1 eV
SMILES = CNC(N)=O.O

=====

(4)
A molecular structure, C12H14ClN2O9SV, computed with the ωB97M-V functional and the def2-TZVPD basis.

Positions of all 40 atoms, in Å:
V 2.052003 1.014655 -0.219668
O 3.294823 -0.286927 0.961852
Cl 4.254938 0.665633 1.608011
O 5.580818 0.256334 1.304223
O 4.019405 0.682166 3.013440
O 3.951383 1.949746 0.997750
C 2.525329 1.381229 -4.433114
O 2.273450 1.633546 -3.060836
C 2.624887 0.580888 -2.174568
O 3.113005 -0.414850 -2.679842
H 2.174600 2.255828 -4.980953
H 1.997906 0.489119 -4.780393
H 3.590462 1.227935 -4.622905
N 0.034684 -2.767151 -0.175558
C -0.800995 -2.124196 -1.060143
C -0.287475 -0.874523 -1.204894
N 0.836772 -0.744297 -0.423814
C 1.006660 -1.894305 0.180490
H -0.035610 -3.719503 0.129839
H -1.658170 -2.604394 -1.496039
H -0.635889 -0.052441 -1.805546
H 1.808962 -2.126784 0.859566
C -4.461555 -1.698303 1.769012
C -3.372769 -0.679954 1.565773
C -2.139023 -0.812347 2.189167
C -1.136196 0.131098 2.003305
C -1.370285 1.219778 1.184128
C -2.601218 1.377700 0.560075
C -3.590889 0.431403 0.750700
S -0.080029 2.400089 0.862031
O -0.634716 3.701943 1.102484
O 1.061441 1.980188 1.675412
O 0.294779 2.157041 -0.560004
H -4.090794 -2.565009 2.316412
H -4.860811 -2.045289 0.814141
H -5.295660 -1.278451 2.335499
H -1.954827 -1.668185 2.829376
H -0.169718 0.029673 2.479041
H -2.769219 2.239790 -0.072919
H -4.550458 0.551128 0.259468

Atoms 1-3, force components in eV/Å:
V 0.1 -0.2 0.3
O 0.0 0.2 0.0
Cl -0.2 0.0 -0.1

Computed properties:
electronic energy = -3054.585115 Eh
relative energy (zero: lowest compared OMol25 entry of this formula, charge and spin) = 0.0 kcal per mole
total charge = -1
spin multiplicity = 2
E_HOMO (alpha / beta) = -3.52 / -2.88 eV
largest force on an atom = 0.0074 hartree/bohr
HOMO-LUMO gap (alpha / beta) = 5.8 / 5.2 eV

=====

(5)
A gas-phase ion, C4H12N2S2 (charge +1) at a distorted geometry, computed with the ωB97M-V functional and the def2-TZVPD basis.

Positions of all 20 atoms, in Å:
S -3.438799 2.344066 -0.697334
S -1.438478 1.945342 -0.974615
C -1.413853 0.163397 -0.716751
C -0.109029 -0.181954 0.170487
C -0.072039 -1.726955 0.312019
N 1.285401 -2.229056 0.354613
N 1.032117 0.345332 -0.436401
C 1.872046 1.319191 0.198866
H -3.267302 3.122845 0.383594
H -1.357627 -0.446213 -1.616231
H -2.302179 -0.076606 -0.144878
H -0.305400 0.377132 1.088230
H -0.698676 -1.934524 1.184410
H -0.579224 -2.179367 -0.534294
H 1.260789 -3.236397 0.255242
H 1.748540 -1.998151 1.228134
H 1.483453 -0.299736 -1.086938
H 2.579013 0.838953 0.879405
H 1.245208 2.045212 0.713625
H 2.476034 1.807482 -0.561179

Atoms 1-3, force components in eV/Å:
S 0.2 0.1 -0.1
S -0.2 -0.2 -0.2
C 0.5 0.2 0.3

Computed properties:
electronic energy = -1065.179011 Eh
relative energy (zero: lowest compared OMol25 entry of this formula, charge and spin) = 0.0 kcal per mole
total charge = +1
spin multiplicity = 2
E_HOMO (alpha / beta) = -12.79 / -12.60 eV
largest force on an atom = 0.0264 hartree/bohr
HOMO-LUMO gap (alpha / beta) = 9.9 / 5.3 eV

=====

(6)
3 unconnected molecules or ions with the total composition C20H15NO11 at a distorted geometry, computed with the ωB97M-V functional and the def2-TZVPD basis.

Positions of all 47 atoms, in Å:
O 1.482862 -3.413403 -3.986308
C 1.119109 -2.310780 -3.750333
O 1.589264 -1.493174 -2.770489
C 0.433325 -0.756373 -2.293282
C -0.473337 -0.715267 -3.540064
C -1.864949 -1.239237 -3.270988
C -2.987182 -0.598486 -3.777721
C -4.235811 -1.157987 -3.541736
C -4.302890 -2.332547 -2.812258
C -3.119857 -2.885064 -2.331392
N -1.925511 -2.353254 -2.546663
O 0.177341 -1.615794 -4.457787
H 0.016373 -1.325134 -1.466856
H 0.821883 0.220281 -2.013925
H -0.518000 0.270687 -4.004646
H -2.878110 0.316155 -4.348575
H -5.129290 -0.682206 -3.928155
H -5.247046 -2.823158 -2.611204
H -3.149287 -3.795300 -1.740912
C 1.098191 -1.737742 1.986360
C 1.566187 -2.835220 2.599491
C 3.033577 -3.208081 2.580765
O 3.344344 -4.216456 3.187102
C 3.956961 -2.360370 1.858606
C 3.488010 -1.266356 1.242287
C 2.025572 -0.885479 1.280263
O 1.710466 0.138596 0.695112
O 4.246018 -0.426595 0.556672
O 0.809348 -3.683624 3.271783
H 0.052564 -1.463761 1.996661
H 5.000562 -2.639598 1.838167
H 3.649998 0.270836 0.221041
H 1.413385 -4.376879 3.607646
C -0.850570 5.347888 2.900991
C -1.505889 4.816735 1.859680
C -1.068765 3.525328 1.203881
O -1.749401 3.129806 0.273233
C 0.108338 2.851326 1.706621
C 0.764751 3.384527 2.746313
C 0.318239 4.664609 3.415784
O 0.982172 5.048536 4.361483
O 1.851614 2.851221 3.285003
O -2.583286 5.356753 1.311042
H -1.156932 6.268558 3.376777
H 0.423548 1.935234 1.225877
H 2.106350 3.444789 4.019611
H -2.844239 4.755461 0.585046

Atoms 1-3, force components in eV/Å:
O 0.2 0.3 -0.2
C 0.1 0.4 -0.2
O -0.5 -0.6 0.4

Computed properties:
electronic energy = -1653.532865 Eh
relative energy (zero: lowest compared OMol25 entry of this formula, charge and spin) = 0.0 kcal per mole
spin multiplicity = 1
E_HOMO = -9.77 eV
largest force on an atom = 0.0252 hartree/bohr
HOMO-LUMO gap = 8.2 eV
SMILES = O=C1OC[C@H](c2ccccn2)O1.O=C1C=C(O)C(=O)C=C1O.O=C1C=C(O)C(=O)C=C1O

=====

(7)
A molecular structure, C42H56BClGdN5P2 at a distorted geometry, computed with the ωB97M-V functional and the def2-TZVPD basis.

Positions of all 108 atoms, in Å:
Gd -0.099917 0.599912 -3.093074
C -1.624801 -4.220981 -1.104987
C -1.671715 -3.062612 -2.070976
C -2.411499 -3.441278 -3.367497
C -2.452753 -1.872112 -1.410573
P 0.070945 -2.371072 -2.513220
C 1.217246 -2.851628 -1.030501
N 1.220036 -2.020567 0.164059
B 1.164141 -0.510091 0.313430
N 1.237296 -0.321826 1.780015
C 0.861375 0.746490 2.681038
P -0.536943 0.262891 3.999327
C -1.850853 1.414870 3.328465
C -2.078946 1.175997 1.793545
C -1.485161 2.926064 3.485463
C -3.116558 1.074811 4.161339
C 0.042713 0.927256 5.714483
C 1.256702 1.918988 5.643411
C -1.009116 1.570288 6.665540
C 0.463059 -0.278257 6.582849
C 1.585483 -1.554097 2.321678
C 2.285503 -1.802365 3.494532
C 2.773080 -3.070933 3.813603
C 2.458481 -4.121697 2.945210
C 1.817654 -3.897854 1.752461
C 1.427898 -2.602705 1.418898
C 0.921076 -3.515106 -3.767243
C 2.361804 -2.982095 -4.129254
C 0.881442 -5.010953 -3.253114
C 0.198148 -3.451387 -5.110426
H -2.625087 -4.410481 -0.603920
H -1.411138 -5.149741 -1.690602
H -0.900721 -4.103551 -0.237151
H -3.488945 -3.573562 -3.184898
H -2.268135 -2.719261 -4.184931
H -2.015486 -4.473131 -3.682820
H -3.354574 -2.270759 -0.909542
H -1.918179 -1.353633 -0.587311
H -2.708667 -1.137477 -2.174185
H 0.892568 -3.852200 -0.717866
H 2.216962 -3.002682 -1.414982
H 1.709713 1.221294 3.256416
H 0.357659 1.505305 2.089000
H -2.865834 1.855142 1.414594
H -1.173027 1.354984 1.142353
H -2.341763 0.140186 1.625224
H -0.471716 3.058827 2.999372
H -2.227768 3.485584 2.974083
H -1.352741 3.265771 4.477455
H -3.115470 0.152673 4.779927
H -3.315058 1.945070 4.796771
H -3.880755 0.853344 3.398071
H 2.066757 1.646899 4.965192
H 1.002616 2.921461 5.274090
H 1.663613 2.008880 6.669415
H -1.385049 2.513048 6.290072
H -1.911996 0.951625 6.888931
H -0.498319 1.713531 7.615875
H 1.375538 -0.778998 6.261885
H 0.478016 0.060246 7.681954
H -0.411050 -1.034612 6.515120
H 2.476591 -0.958029 4.161705
H 3.496898 -3.207440 4.654082
H 2.578325 -5.154201 3.267100
H 1.716983 -4.699100 0.991623
H 3.033223 -2.982433 -3.237922
H 2.866401 -3.625135 -4.910593
H 2.193965 -1.983898 -4.564389
H 1.504652 -5.061260 -2.292319
H -0.188516 -5.383305 -3.088957
H 1.382722 -5.702898 -3.975320
H 0.669950 -4.198567 -5.745845
H 0.145260 -2.484262 -5.600315
H -0.865067 -3.758067 -5.055864
C 4.032946 0.266079 -0.824602
C 2.820173 -0.086996 -1.346889
N 1.623347 0.439031 -0.753697
C 1.721602 1.811328 -0.409709
C 2.940673 2.174492 0.178969
C 4.118137 1.358139 0.024406
C 2.975970 3.452807 0.852297
C 1.945863 4.356382 0.622973
C 0.858941 4.044600 -0.195927
C 0.764257 2.768117 -0.765256
N -0.122639 2.445049 -1.807686
C -0.795665 3.397269 -2.641453
C -0.390979 4.717969 -2.775733
C -1.168062 5.721081 -3.446569
C -2.164400 5.349882 -4.361607
C -2.449285 3.963512 -4.436895
C -3.417082 3.484440 -5.303210
C -3.776410 2.109975 -5.302531
C -3.078066 1.235639 -4.491139
N -2.102126 1.694657 -3.663394
C -1.843570 3.021623 -3.545241
H 4.892752 -0.386389 -0.838819
H 2.720875 -0.619650 -2.254493
H 5.111182 1.741822 0.337256
H 3.838279 3.720142 1.438069
H 1.910922 5.439013 0.936225
H 0.023385 4.716828 -0.397584
H 0.509875 5.022755 -2.262401
H -0.865366 6.795871 -3.293492
H -2.756822 6.072241 -4.884567
H -3.923859 4.072102 -6.041246
H -4.532151 1.715389 -5.938844
H -3.254220 0.161632 -4.451451
Cl 0.792348 0.570035 -5.494820

Atoms 1-3, force components in eV/Å:
Gd 0.9 -1.4 0.2
C -0.4 -1.4 1.1
C 0.0 1.3 0.3

Computed properties:
electronic energy = -3841.105780 Eh
relative energy (zero: lowest compared OMol25 entry of this formula, charge and spin) = 63.2 kcal per mole
spin multiplicity = 8
E_HOMO (alpha / beta) = -5.14 / -6.85 eV
largest force on an atom = 0.0610 hartree/bohr
HOMO-LUMO gap (alpha / beta) = 4.9 / 6.1 eV

=====

(8)
A molecular structure, H6IO3Zn at a distorted geometry, computed with the ωB97M-V functional and the def2-TZVPD basis.

Positions of all 11 atoms, in Å:
Zn -1.514447 3.052621 -1.682868
I -0.054567 1.082691 -0.726998
O -0.660437 -0.126689 2.648632
H -0.501217 0.167701 1.751852
H 0.092373 0.195601 3.144252
O -2.064087 -1.916149 -1.332038
H -1.786397 -1.001229 -1.286748
H -2.413527 -2.104279 -0.460978
O 3.275553 0.336071 -0.476848
H 3.174773 -0.487469 -0.954188
H 2.451983 0.801131 -0.624068

Atoms 1-3, force components in eV/Å:
Zn 1.0 -1.3 0.7
I -1.2 1.5 -0.8
O -0.3 -0.1 -0.1

Computed properties:
electronic energy = -2305.982471 Eh
relative energy (zero: lowest compared OMol25 entry of this formula, charge and spin) = 0.0 kcal per mole
total charge = +1
spin multiplicity = 1
E_HOMO = -14.53 eV
largest force on an atom = 0.0404 hartree/bohr
HOMO-LUMO gap = 5.3 eV